17
Properties=species:S:1:pos:R:3:lowdin_charge:R:1 method="wB97M-V/def2-TZVPD" de_lowest_kcal_mol=30.8 spin_multiplicity=1 max_force_ev_per_a=2.78 lumo_ev=0.88
C 1.907 -0.342 -0.461 -0.030
C -0.455 -0.213 0.424 -0.273
C 0.821 -0.633 0.522 -0.316
C -1.003 0.464 -0.775 -0.471
N -1.384 -0.382 1.475 0.096
N -1.205 1.774 -0.354 0.125
O 1.167 -1.441 1.600 0.017
N -0.934 0.014 -1.954 0.136
H 2.043 -1.805 1.445 0.093
H -2.283 -0.723 1.156 0.091
H -1.002 -0.989 2.188 0.078
H -1.540 2.446 -1.028 0.090
H -1.474 1.971 0.592 0.084
H -1.218 0.677 -2.669 0.047
H 1.477 -0.014 -1.406 0.068
H 2.501 -1.235 -0.666 0.082
H 2.581 0.431 -0.088 0.085